Computed, not measured: a 7-piece molecular cluster, C39H72O17S overall, with wB97M-V/def2-TZVPD.

```
129
Properties=species:S:1:pos:R:3:forces:R:3
C 4.815427 0.004904 0.133949 1.4 -0.4 -0.1
C 5.290183 -0.699633 -1.227225 0.2 0.9 0.0
C 4.119665 -1.003744 -2.284053 -0.1 -0.7 -0.4
C 2.657578 -1.132287 -1.650590 0.7 0.3 1.1
O 1.729769 -1.257309 -2.770776 3.2 0.3 -0.5
O 0.468612 -1.518750 -2.333661 -3.4 -0.6 0.9
S -0.493801 -0.397960 -3.227596 0.1 0.9 -2.8
O -0.810147 -0.966547 -4.595516 0.4 0.7 4.0
O -1.876186 -0.244157 -2.284242 0.8 -2.2 -1.6
C -2.859909 -1.279189 -2.544282 -1.8 -1.3 1.9
O -4.067102 -0.773786 -3.197608 1.0 0.8 1.5
C -4.766585 0.125823 -2.340916 -2.3 2.8 2.6
C -4.341312 1.632737 -2.253905 -1.8 -1.4 1.3
C -5.016323 2.680452 -1.343791 -0.8 -3.2 -0.4
C -4.429667 4.178383 -1.364367 -0.4 -1.3 -0.3
C -6.221512 2.215258 -0.494181 1.7 -2.5 -2.2
C -6.695799 0.727812 -0.577620 2.6 1.8 -1.6
C -5.987279 -0.348997 -1.480343 0.6 3.0 0.4
C -6.591271 -1.824153 -1.478686 -0.6 -0.5 0.2
C -5.523162 -3.004912 -1.662229 -0.9 -0.4 -0.1
C -7.424075 -2.180884 -0.121064 1.1 -0.3 -0.4
H 5.777591 0.349025 0.672373 -1.6 -0.6 -0.9
H 4.316449 -0.729688 0.860920 0.5 1.3 -1.3
H 4.206474 0.957173 -0.040365 0.6 -1.5 0.2
H 5.938624 -1.622351 -0.989730 -1.3 1.3 -0.3
H 6.004789 0.049945 -1.744186 -1.1 -1.3 0.8
H 4.341110 -2.009454 -2.811067 -0.4 1.6 0.8
H 4.136525 -0.211827 -3.104164 -0.2 -0.9 1.2
H 2.659042 -2.066734 -0.967685 -0.4 1.3 -1.2
H 2.352290 -0.230312 -0.993882 0.5 -1.3 -1.2
H -2.443777 -2.210408 -3.065484 -0.6 1.8 0.1
H -3.220475 -1.643560 -1.507233 0.9 0.8 -1.5
H -3.450867 1.927595 -2.919315 -1.6 -0.4 1.2
H -5.276538 4.884145 -1.689531 1.5 -0.9 0.5
H -3.569645 4.178980 -2.131419 -1.4 0.2 1.2
H -4.015379 4.462084 -0.336533 -0.7 -0.3 -1.5
H -6.761906 2.965901 0.187855 0.9 -1.4 -1.2
H -7.617870 0.483332 0.064653 1.8 0.2 -1.3
H -7.370550 -1.926399 -2.328939 1.4 0.3 1.1
H -4.706972 -2.940984 -0.868793 -0.9 0.0 -1.2
H -6.080174 -3.999128 -1.475195 0.9 1.5 -0.3
H -5.138799 -3.054848 -2.736547 -0.2 0.2 1.7
H -7.757499 -3.280104 -0.199983 0.3 1.8 0.0
H -8.323567 -1.501038 0.038343 1.3 -1.0 -0.1
H -6.672417 -2.157073 0.755345 -1.4 0.3 -1.2
O -0.956782 0.684130 -10.035451 0.8 0.4 0.3
C -0.063684 0.794140 -9.224279 -0.6 -0.5 -0.2
O 1.108155 1.352749 -9.582652 -0.1 0.4 -0.4
C 2.140821 1.723444 -8.658357 0.2 -0.2 0.1
C 3.065419 0.556022 -8.378151 0.0 -0.2 0.0
C -0.203462 0.227617 -7.841095 -0.3 0.4 0.5
H 1.719669 2.151800 -7.746207 -0.1 -0.1 0.0
H 2.709039 2.522785 -9.140020 -0.2 -0.1 -0.1
H 2.534600 -0.270604 -7.901522 0.0 0.1 0.1
H 3.885399 0.862893 -7.724684 -0.1 0.0 0.0
H 3.484647 0.169133 -9.310424 0.0 0.1 0.1
H 0.117340 -0.815918 -7.843486 0.0 0.1 0.0
H -1.254831 0.274921 -7.551263 0.1 -0.2 -0.2
H 0.345093 0.783846 -7.083084 0.2 -0.2 0.0
O 4.646737 0.664836 2.689447 0.5 0.9 0.8
C 5.165979 1.602276 3.256437 -0.4 -0.6 0.1
O 6.323402 2.111450 2.797405 -0.1 -0.1 -0.6
C 6.904115 3.340472 3.258526 0.2 0.1 0.3
C 7.775519 3.107604 4.476141 0.0 -0.1 0.2
C 4.586496 2.147263 4.529235 -0.5 0.5 0.0
H 6.137833 4.099181 3.431242 0.0 -0.1 0.0
H 7.524877 3.710915 2.439418 -0.2 -0.2 -0.1
H 7.194002 2.729035 5.319238 0.0 0.1 0.0
H 8.264444 4.035194 4.782280 0.0 -0.1 0.0
H 8.543180 2.360668 4.258699 0.0 0.1 -0.1
H 4.989262 1.589784 5.377401 0.0 0.1 -0.1
H 3.502922 2.015454 4.499202 0.2 -0.2 0.0
H 4.758679 3.213012 4.668813 0.2 -0.1 0.1
O 0.479724 -1.533088 8.140957 0.4 0.2 -0.9
C 0.595348 -1.570665 6.934971 -0.6 -0.1 0.5
O 1.493495 -0.780806 6.318428 0.5 0.1 0.4
C 1.856852 -0.904328 4.935588 -0.1 0.1 -0.3
C 0.916201 -0.107971 4.054181 -0.2 0.0 0.0
C -0.317853 -2.416778 6.097161 0.1 -0.7 -0.1
H 1.924336 -1.952606 4.636507 -0.1 0.0 0.1
H 2.865039 -0.493023 4.844852 -0.1 0.0 0.2
H -0.107656 -0.482183 4.119156 0.1 0.0 -0.1
H 1.235885 -0.154053 3.010443 0.0 0.0 0.1
H 0.892385 0.938720 4.368885 0.1 -0.1 0.0
H -1.216150 -1.845806 5.852654 0.1 0.0 0.0
H -0.603175 -3.297502 6.675622 -0.1 0.2 0.0
H 0.145893 -2.790431 5.185817 -0.1 0.1 -0.1
O 1.314510 2.688373 12.865487 0.1 -0.7 -0.5
C 1.714856 1.634958 12.420434 -0.3 0.4 0.4
O 1.168710 1.122204 11.304066 0.0 0.5 -0.1
C 1.708095 0.003664 10.580386 -0.1 -0.3 -0.1
C 1.189814 -1.305292 11.140304 0.0 -0.1 0.2
C 2.753785 0.834629 13.152422 0.7 0.1 0.0
H 2.799598 0.042722 10.547778 0.0 0.0 0.2
H 1.365834 0.111318 9.549917 -0.1 0.1 0.2
H 1.504687 -1.450920 12.176417 0.1 0.0 -0.1
H 1.551712 -2.147496 10.547326 -0.1 0.1 0.0
H 0.097203 -1.316485 11.135841 0.1 0.0 -0.2
H 2.262967 0.181558 13.876667 0.0 0.0 -0.1
H 3.411118 1.524991 13.684868 -0.3 0.0 0.1
H 3.395614 0.248104 12.497387 -0.2 -0.2 0.0
O -5.334080 6.361214 -9.936381 0.8 -0.5 0.0
C -4.599879 5.405349 -10.052344 -0.6 0.4 -0.2
O -3.264656 5.573912 -10.040161 0.1 0.4 0.4
C -2.316825 4.499591 -9.953944 0.1 -0.2 -0.3
C -1.986877 3.951736 -11.327044 0.0 0.0 -0.2
C -5.154663 4.033646 -10.308984 -0.2 -0.5 0.5
H -2.660424 3.723869 -9.266022 -0.1 0.0 -0.1
H -1.412739 4.925068 -9.511514 -0.2 0.2 0.0
H -2.866836 3.521460 -11.809354 0.1 -0.1 0.1
H -1.218024 3.178642 -11.257848 -0.1 0.0 0.0
H -1.625293 4.750312 -11.980253 0.0 0.0 0.1
H -5.280868 3.890065 -11.383902 0.1 0.0 0.1
H -6.129683 3.958126 -9.823602 0.1 0.2 -0.2
H -4.546326 3.231160 -9.895210 0.1 0.0 -0.2
O -0.419594 -5.967054 5.234683 0.4 0.3 -0.9
C -0.299551 -5.996340 4.030637 -0.5 -0.1 0.7
O 0.601735 -5.200140 3.422557 0.5 0.1 0.3
C 0.972971 -5.308346 2.040413 -0.1 0.1 -0.2
C 0.037394 -4.503483 1.160573 -0.2 0.0 0.0
C -1.210498 -6.838770 3.185028 0.1 -0.7 -0.2
H 1.043163 -6.353237 1.730830 -0.1 0.0 0.1
H 1.981646 -4.895713 1.962074 -0.1 0.0 0.3
H -0.986490 -4.879169 1.214607 0.1 -0.1 -0.1
H 0.363835 -4.538350 0.118526 0.0 0.0 0.1
H 0.010681 -3.460146 1.485881 0.1 -0.1 0.0
H -2.108464 -6.267438 2.941264 0.1 0.0 0.0
H -1.496581 -7.722374 3.758761 -0.1 0.3 0.1
H -0.744335 -7.206829 2.272665 -0.1 0.2 -0.1
```
Positions in Å, forces in eV/Å.

## Properties
Calculated total energy: -3206.13339 Eh

Computed, not measured: C4H7NO as an isolated structure, with wB97M-V/def2-TZVPD.

```
13
Properties=species:S:1:pos:R:3:forces:R:3
O -3.053884 -0.151469 0.882869 0.7 -1.3 0.0
C -1.920841 -0.571549 0.802007 0.2 1.3 0.5
C -0.788892 0.389099 0.559306 -1.5 3.4 -3.9
N 0.408734 -0.199493 0.161899 -0.5 -0.4 -2.2
C 0.955513 0.151052 -1.153066 -1.1 -3.3 -1.9
C 1.812538 -0.124967 0.019160 -0.1 -0.5 1.0
H -1.482791 -1.580263 0.995332 -1.0 -0.3 -0.2
H -0.844353 1.159487 1.329039 0.4 0.2 0.2
H -1.068537 1.014109 -0.641182 -0.3 -1.4 4.2
H 1.054468 1.121920 -1.685077 -0.8 -0.3 1.0
H 0.539242 -0.769195 -1.867161 2.0 2.5 1.2
H 2.177632 -1.150088 -0.002820 1.1 0.5 0.7
H 2.211169 0.711363 0.599693 1.0 -0.4 -0.6
```
Positions in Å, forces in eV/Å.

## Properties
Energy above the lowest of the compared OMol25 structures with the same formula, charge and spin: 5.3388 eV
Calculated total energy: -286.43545 Eh

Computed, not measured: a 2-piece molecular cluster, C4H10N2S2 overall, with wB97M-V/def2-TZVPD.

```
18
Properties=species:S:1:pos:R:3:forces:R:3
C 3.198355 0.023331 -0.470763 -0.2 0.1 0.2
C -0.091677 1.078183 -1.268227 -1.1 0.3 -1.6
C -1.321544 -0.434578 1.577706 -1.4 0.5 -1.5
C -2.352560 -0.435353 -0.676769 0.0 -1.1 -0.9
N -0.184600 0.477386 -0.159435 0.4 0.7 -0.7
N -1.157164 -0.386092 0.110003 0.3 -0.7 1.4
S 2.780586 0.384481 1.152741 0.6 -0.5 -0.8
S 4.704183 -0.683899 -0.820413 -2.4 1.2 -3.6
H 0.709170 1.783462 -1.378021 0.4 0.0 -0.1
H -0.822460 0.993620 -2.133764 0.9 -0.1 1.1
H 1.468433 0.645855 0.899640 0.2 0.1 -0.1
H -1.389519 -1.461024 1.907999 -0.4 -0.2 0.3
H -0.428814 0.021010 1.972658 -0.1 0.2 0.5
H -2.268341 0.177802 1.714692 1.1 -0.8 1.0
H -2.496599 0.489856 -1.187809 -0.2 1.1 -0.3
H -2.239406 -1.183213 -1.536474 -0.6 0.6 1.4
H -3.222988 -0.564221 -0.004354 0.4 -0.5 -0.7
H 5.114948 -0.926613 0.300586 2.0 -1.0 4.3
```
Positions in Å, forces in eV/Å.

## Properties
Energy above the lowest of the compared OMol25 structures with the same formula, charge and spin: 4.8541 eV
Calculated total energy: -1064.11885 Eh

Computed, not measured: a 2-piece molecular cluster, C6H12O overall, with wB97M-V/def2-TZVPD.

```
19
Properties=species:S:1:pos:R:3:forces:R:3
C 1.406525 1.968665 -0.346631 0.1 0.0 0.0
C 0.856170 0.812559 0.430652 0.1 -0.3 0.0
C 1.288007 -0.443983 0.338129 -0.1 0.3 -0.1
C 0.653236 -1.598627 1.068676 -0.1 0.0 0.1
C -0.101097 -2.447982 0.066963 -0.4 -0.1 0.0
O -1.302193 -2.590298 0.051779 0.7 0.1 0.1
H 0.598256 2.535237 -0.826454 0.1 -0.1 0.1
H 2.095271 1.628516 -1.126835 -0.1 0.1 0.1
H 1.943874 2.661735 0.311734 -0.1 -0.1 -0.1
H 0.031634 1.027689 1.109794 0.1 0.0 0.0
H 2.101481 -0.676588 -0.351049 -0.1 0.0 0.1
H 1.419781 -2.216175 1.557817 -0.1 0.0 -0.1
H -0.052019 -1.247250 1.828016 0.1 0.0 -0.1
H 0.525259 -2.930787 -0.713451 0.0 0.0 0.1
C -2.295662 0.705363 -0.680282 0.0 -0.1 0.0
H -3.313354 0.611170 -1.071161 0.2 0.0 0.1
H -2.255169 1.504468 0.065345 -0.1 -0.1 -0.2
H -1.607762 0.933172 -1.499365 -0.1 0.0 0.1
H -1.992239 -0.236882 -0.213676 -0.2 0.2 -0.1
```
Positions in Å, forces in eV/Å.

## Properties
SMILES string: C/C=C/CC=O.C
Energy above the lowest of the compared OMol25 structures with the same formula, charge and spin: 1.2594 eV
Calculated total energy: -311.01299 Eh

Number 1: HOMO-LUMO gap 8.7 eV, LUMO level 0.004 Eh, maximum force 4.477 eV/Å. Number 2: HOMO-LUMO gap 9.7 eV, LUMO level 0.031 Eh, maximum force 5.329 eV/Å. Number 3: HOMO-LUMO gap 8.6 eV, LUMO level 0.015 Eh, maximum force 4.884 eV/Å. Number 4: HOMO-LUMO gap 10.3 eV, LUMO level 0.037 Eh, maximum force 0.697 eV/Å.